# C27H32Br70O8P2S

A structure of composition C27H32Br70O8P2S (wB97M-V/def2-TZVPD, the OMol25 dataset).

Geometry as ORCA input:
```
! wB97M-V def2-TZVPD RIJCOSX def2/J DEFGRID3
* xyz 0 1
C 0.804 1.717 -0.016
O -0.397 1.275 -0.643
C -1.567 1.590 0.085
C -2.617 0.577 -0.327
O -3.874 0.760 0.353
S -4.543 -0.713 0.531
O -4.502 -0.956 1.945
O -5.840 -0.903 -0.038
O -3.466 -1.585 -0.269
C -2.184 -0.884 -0.407
P -1.644 -1.486 -2.133
O -2.063 -0.259 -3.140
O -0.014 -1.492 -2.036
P -1.185 -1.738 0.977
O 0.401 -1.502 0.562
Br -1.315 -0.576 2.877
H 1.594 1.035 -0.331
H 0.744 1.644 1.074
H 1.047 2.748 -0.277
H -1.933 2.583 -0.213
H -1.413 1.647 1.164
H -2.857 0.862 -1.361
H -1.301 0.337 -3.250
H 0.323 -0.660 -1.657
H 0.668 -2.327 0.130
C 1.166 7.321 1.142
Br -0.229 6.087 0.621
Br 2.888 6.451 1.183
Br 1.184 8.876 0.002
H 0.948 7.646 2.149
C 3.953 -2.500 1.669
Br 3.841 -4.187 0.748
Br 3.945 -1.021 0.428
Br 2.558 -2.314 2.985
H 4.899 -2.469 2.190
C -1.756 0.227 6.720
Br -3.150 -1.035 6.326
Br -0.007 -0.559 6.497
Br -1.933 1.822 5.654
H -1.847 0.509 7.759
C -1.608 6.033 5.141
Br -1.601 4.645 3.809
Br -0.129 7.237 4.893
Br -3.295 6.954 5.227
H -1.460 5.544 6.090
C 0.736 -3.437 9.602
Br 0.812 -4.806 8.249
Br 2.076 -2.083 9.314
Br -1.034 -2.682 9.758
H 0.964 -3.912 10.545
C 1.003 8.590 -4.277
Br 2.081 8.686 -5.866
Br 1.564 7.128 -3.143
Br 0.959 10.268 -3.324
H -0.006 8.381 -4.592
C -2.780 4.854 -4.912
Br -1.580 4.750 -6.402
Br -2.202 3.719 -3.475
Br -3.099 6.661 -4.328
H -3.723 4.461 -5.256
C -3.711 -4.848 5.317
Br -3.838 -6.750 5.008
Br -2.749 -4.463 6.944
Br -2.962 -3.929 3.800
H -4.719 -4.480 5.446
C -4.269 2.048 -8.348
Br -5.038 3.324 -7.124
Br -3.311 2.920 -9.772
Br -3.170 0.759 -7.426
H -5.089 1.505 -8.795
C 5.913 7.002 -5.513
Br 6.004 7.805 -7.264
Br 5.365 8.273 -4.171
Br 4.821 5.403 -5.523
H 6.914 6.692 -5.249
C -8.426 1.199 -1.883
Br -8.137 -0.405 -2.897
Br -7.064 2.517 -2.244
Br -10.205 1.883 -2.194
H -8.358 0.947 -0.834
C 3.022 -7.003 11.001
Br 1.926 -6.005 12.237
Br 4.286 -5.865 10.102
Br 3.886 -8.491 11.865
H 2.362 -7.408 10.247
C -11.272 1.468 -6.274
Br -10.960 -0.400 -6.624
Br -9.623 2.422 -6.003
Br -12.349 2.283 -7.649
H -11.830 1.531 -5.350
C 1.435 3.723 7.575
Br -0.001 4.795 8.287
Br 2.201 4.465 5.965
Br 2.774 3.407 8.924
H 1.014 2.761 7.314
C 0.568 0.845 -5.938
Br 0.533 -1.076 -5.791
Br 1.144 1.682 -4.289
Br 1.636 1.432 -7.428
H -0.445 1.178 -6.119
C 0.526 -5.109 -7.294
Br 0.295 -4.387 -5.521
Br 0.435 -3.731 -8.636
Br 2.149 -6.138 -7.432
H -0.297 -5.785 -7.474
C 2.345 -5.616 -3.131
Br 1.406 -4.600 -1.790
Br 3.502 -4.496 -4.188
Br 3.298 -7.091 -2.343
H 1.602 -6.029 -3.798
C 6.304 2.545 6.560
Br 4.782 1.410 6.227
Br 7.958 1.634 6.179
Br 6.180 4.207 5.596
H 6.306 2.786 7.613
C -6.894 -7.356 7.856
Br -8.207 -8.704 7.444
Br -7.708 -5.629 8.122
Br -5.801 -7.865 9.359
H -6.242 -7.274 6.998
C 1.153 -10.731 -0.998
Br 1.184 -9.822 0.700
Br 0.558 -9.565 -2.410
Br 2.862 -11.521 -1.412
H 0.437 -11.535 -0.921
C 6.736 2.064 -3.484
Br 7.493 0.483 -2.685
Br 7.238 2.271 -5.325
Br 4.810 2.060 -3.272
H 7.143 2.914 -2.956
C 3.774 -3.507 -11.120
Br 2.665 -5.034 -11.510
Br 2.841 -1.852 -11.449
Br 4.486 -3.573 -9.332
H 4.612 -3.543 -11.800
C 8.965 1.513 2.436
Br 7.417 0.400 2.171
Br 10.592 0.595 1.965
Br 8.797 3.191 1.506
H 9.017 1.739 3.492
*
```

- HOMO energy: -9.08 eV
- Gap between HOMO and LUMO: 8.771 eV


# C3H7OS2

The ion C3H7OS2 with charge -1 (wB97M-V/def2-TZVPD, the OMol25 dataset).

Geometry as ORCA input:
```
! wB97M-V def2-TZVPD RIJCOSX def2/J DEFGRID3
* xyz -1 1
C 0.674 0.981 0.263
C -0.761 1.207 -0.221
O -1.667 0.819 0.722
C 0.836 -0.515 0.481
S 1.103 -1.971 -0.578
S -0.790 -2.862 -0.710
H 1.398 1.462 -0.411
H 0.838 1.427 1.247
H -0.822 0.610 -1.180
H -1.000 2.268 -0.440
H 1.583 -0.719 1.259
H -0.065 -0.817 1.034
H -1.327 -1.890 -1.466
*
```

- HOMO energy: -2.42 eV
- Energy relative to the best compared isomer or geometry (same formula, charge and spin): 25.2 kcal/mol
- Gap between HOMO and LUMO: 5.696 eV